No. 1
{"formula": "C4H6N3", "method": "the ωB97M-V functional and the def2-TZVPD basis", "total_charge": 1, "smiles": "C=N/C=C\\[N+]#CN", "de_lowest_kcal_mol": 67.0, "elements": ["C", "C", "C", "C", "N", "N", "N", "H", "H", "H", "H", "H", "H"], "coordinates": [[-0.88172, 1.64917, 0.18554], [-1.74904, 0.62851, -0.01006], [1.32727, 0.42188, -0.25397], [-0.88058, -1.64299, 0.04825], [0.40095, 1.18625, -0.00348], [-1.26872, -0.55143, -0.42752], [2.47762, -0.15191, -0.11390], [-1.16006, 2.75738, 0.21152], [-2.85765, 0.64935, 0.13559], [-0.54667, -2.41981, -0.62340], [-0.76181, -1.73615, 1.12457], [2.96221, -0.33962, -0.96423], [2.93820, -0.45062, 0.69110]], "atomic_forces_ev_per_a": [[0.11, 0.92, -0.75], [-1.32, -1.02, 0.71], [-4.06, 4.42, 2.10], [0.23, 0.75, 0.42], [4.50, -1.88, -0.67], [-0.98, -0.55, -0.77], [-0.95, 0.21, -2.33], [0.89, -1.92, 0.15], [1.08, 0.36, -0.37], [-0.10, -0.26, -0.04], [-0.15, -0.46, 0.18], [0.46, -0.28, -0.59], [0.30, -0.29, 1.97]]}

=====

No. 2
{"formula": "C5H15NO2", "method": "the ωB97M-V functional and the def2-TZVPD basis", "smiles": "CCC/C=C/N.O.O", "de_lowest_kcal_mol": 35.8, "elements": ["C", "C", "C", "C", "C", "N", "H", "H", "H", "H", "H", "H", "H", "H", "H", "H", "H", "H", "H", "O", "H", "H", "O"], "coordinates": [[1.70664, -1.65952, -0.39958], [2.31158, -0.75044, 0.69988], [1.91888, 0.70306, 0.27953], [0.41671, 0.91497, 0.32723], [-0.20796, 1.52931, -0.68535], [-1.66188, 1.63642, -0.75481], [2.09208, -2.68985, -0.31835], [0.63513, -1.65480, -0.22955], [1.85703, -1.41614, -1.44759], [3.36287, -0.94452, 0.88619], [1.77008, -0.97210, 1.62275], [2.28228, 0.94852, -0.71685], [2.35792, 1.40805, 0.98494], [-0.03681, 0.85768, 1.31173], [0.26881, 2.23201, -1.36127], [-2.05614, 1.42412, 0.16861], [-1.72985, 2.66003, -0.73853], [-2.67694, -0.94128, 0.88749], [-1.86423, -0.30713, 2.00419], [-2.74807, -0.34746, 1.64175], [-2.47791, -0.12254, -1.15197], [-3.01874, -1.41684, -1.87113], [-2.50149, -1.09156, -1.13930]], "atomic_forces_ev_per_a": [[0.39, -1.12, 0.83], [-1.29, 0.43, -1.52], [0.12, -0.04, 1.14], [1.24, 0.99, -0.92], [-1.34, -0.25, 1.41], [1.18, 1.65, 1.06], [-0.34, 0.21, 0.19], [-0.22, -0.29, -0.23], [0.31, 0.69, 0.04], [0.20, 0.38, -0.21], [0.17, -0.05, 0.10], [0.13, -0.12, -0.04], [0.28, 0.14, 0.08], [-0.47, -0.87, -0.23], [0.37, -0.97, -0.68], [0.10, -0.54, -0.13], [-0.90, -0.17, -0.71], [-0.05, -0.19, -0.38], [0.24, -0.10, 0.17], [-0.19, 0.30, 0.15], [-0.02, 0.05, -0.51], [-0.22, 0.16, -0.27], [0.30, -0.26, 0.68]]}

=====

No. 3
{"formula": "C67H53FN4O3P3PbTe", "method": "the ωB97M-V functional and the def2-TZVPD basis", "e_tot_ev": -125566.9361, "total_charge": -1, "elements": ["Pb", "O", "C", "N", "C", "O", "C", "C", "C", "C", "C", "N", "C", "C", "C", "C", "C", "N", "H", "H", "H", "H", "H", "H", "H", "H", "Te", "C", "C", "C", "N", "C", "C", "C", "P", "C", "C", "C", "C", "C", "C", "C", "C", "C", "C", "C", "C", "P", "C", "C", "C", "C", "C", "C", "C", "C", "C", "C", "C", "C", "H", "H", "H", "H", "H", "H", "H", "H", "H", "H", "H", "H", "H", "H", "H", "H", "H", "H", "H", "H", "H", "H", "H", "H", "F", "C", "C", "C", "C", "C", "C", "C", "H", "H", "H", "H", "H", "H", "O", "P", "C", "C", "C", "C", "C", "C", "C", "C", "C", "C", "C", "C", "C", "C", "C", "C", "C", "C", "H", "H", "H", "H", "H", "H", "H", "H", "H", "H", "H", "H", "H", "H", "H"], "coordinates": [[-0.44146, 0.54097, -0.78629], [3.40184, 0.81767, -3.38709], [2.70624, 1.18327, -2.44849], [1.44974, 1.64577, -2.47579], [1.00034, 2.55267, -3.33709], [1.66034, 3.35167, -3.99769], [-0.50096, 2.72197, -3.35429], [-1.05276, 3.46017, -4.40219], [-2.39986, 3.76447, -4.37959], [-3.15216, 3.34447, -3.29099], [-2.52996, 2.58927, -2.31679], [-1.24456, 2.27017, -2.35039], [3.27054, 1.01967, -1.04889], [4.19564, 2.10897, -0.57209], [4.92964, 1.79027, 0.75611], [4.58564, 0.45817, 1.33961], [3.67894, -0.33213, 0.76991], [3.03814, -0.06513, -0.43229], [-0.39196, 3.77847, -5.19499], [-2.85566, 4.33017, -5.17969], [-4.20216, 3.58067, -3.20559], [-3.07306, 2.21527, -1.46499], [4.84974, 2.39697, -1.40169], [6.02144, 1.90197, 0.71241], [5.07244, 0.17837, 2.26531], [3.40654, -1.29033, 1.19151], [-3.01246, 2.37707, 2.99321], [-2.54696, 2.77887, 5.03631], [-3.47796, 2.58927, 6.05471], [-3.08896, 2.80587, 7.36351], [-1.88026, 3.21317, 7.72151], [-1.00446, 3.41387, 6.74551], [-1.27756, 3.21047, 5.40801], [-0.92246, 1.84157, 2.63931], [-0.91696, 0.12267, 2.03091], [-2.05766, -0.79553, 3.14941], [-2.12106, -0.52063, 4.51201], [-3.03736, -1.18033, 5.30931], [-3.89326, -2.12593, 4.76471], [-3.81766, -2.41533, 3.41461], [-2.89926, -1.75873, 2.61401], [0.55914, -0.77173, 2.67851], [1.23454, -0.54323, 3.86901], [2.16804, -1.46303, 4.31571], [2.44804, -2.60053, 3.57481], [1.80164, -2.81743, 2.36871], [0.85704, -1.90983, 1.93391], [-0.48586, 2.64227, 1.06531], [-0.93206, 4.40447, 1.29401], [-1.94456, 4.96837, 0.52661], [-2.29586, 6.29177, 0.70431], [-1.63386, 7.06827, 1.64141], [-0.62896, 6.51127, 2.41401], [-0.27726, 5.18607, 2.23961], [1.33814, 2.79737, 1.19881], [2.01444, 3.24147, 0.13281], [3.49894, 3.32647, 0.10171], [4.22564, 3.00527, 1.43231], [3.33414, 2.67267, 2.58561], [2.01894, 2.53137, 2.45071], [-4.48146, 2.25607, 5.82221], [-3.77936, 2.63417, 8.18061], [-0.02866, 3.75647, 7.06401], [-0.52346, 3.36567, 4.64751], [-1.45266, 0.21207, 4.94251], [-3.09176, -0.95213, 6.36341], [-4.61826, -2.63313, 5.38851], [-4.47926, -3.15133, 2.97921], [-2.84226, -1.98843, 1.55981], [1.03314, 0.34737, 4.44901], [2.67294, -1.30443, 5.25971], [3.17734, -3.31703, 3.92761], [2.02464, -3.69393, 1.77271], [0.35844, -2.04653, 0.98391], [-2.45716, 4.35987, -0.20529], [-3.08726, 6.72127, 0.10751], [-1.90326, 8.10727, 1.76731], [-0.12026, 7.11677, 3.15331], [0.51104, 4.75847, 2.84361], [1.50664, 3.52307, -0.77899], [3.80524, 4.27137, -0.35619], [4.94194, 3.77607, 1.73341], [3.81224, 2.55267, 3.55051], [1.38704, 2.26787, 3.28681], [-5.45046, -2.08523, -5.39509], [-4.76436, -1.61543, -4.30769], [-5.19476, -0.46333, -3.68019], [-4.53056, -0.01833, -2.55249], [-3.43336, -0.70993, -2.02589], [-2.75596, -0.32133, -0.79399], [-3.01706, -1.85803, -2.71499], [-3.66456, -2.31393, -3.84229], [-6.05376, 0.06287, -4.06859], [-4.88836, 0.86747, -2.04669], [-2.55236, -1.22433, -0.22279], [-3.37836, 0.33027, -0.17859], [-2.16196, -2.39783, -2.33409], [-3.33416, -3.20143, -4.36049], [0.44614, -1.76053, -1.58789], [1.01994, -2.92403, -2.28409], [0.09384, -4.44163, -1.86959], [-0.72356, -4.41603, -0.74699], [-1.42446, -5.54873, -0.37399], [-1.33406, -6.69793, -1.14309], [-0.54136, -6.71853, -2.28079], [0.18194, -5.59483, -2.63719], [0.96684, -2.78973, -4.09489], [1.84894, -3.49333, -4.90429], [1.73414, -3.41163, -6.27969], [0.74034, -2.62713, -6.84519], [-0.11986, -1.90083, -6.03799], [-0.00446, -1.97653, -4.66149], [2.76244, -3.22373, -1.85349], [3.18084, -4.33013, -1.12999], [4.51254, -4.45313, -0.77459], [5.41694, -3.46443, -1.12599], [4.99554, -2.35643, -1.84229], [3.66994, -2.23643, -2.21639], [-0.80376, -3.50223, -0.17669], [-2.03576, -5.53463, 0.51731], [-1.88606, -7.58143, -0.85679], [-0.48066, -7.61523, -2.88319], [0.81844, -5.60343, -3.51019], [2.64034, -4.07523, -4.45079], [2.43014, -3.94723, -6.91119], [0.65674, -2.56263, -7.92049], [-0.87406, -1.26723, -6.48219], [-0.64556, -1.39403, -4.01629], [2.47014, -5.10253, -0.86669], [4.84774, -5.32133, -0.22439], [6.45384, -3.56123, -0.83909], [5.69724, -1.58153, -2.10999], [3.33494, -1.38703, -2.79179]], "atomic_forces_ev_per_a": [[0.31, -0.87, -0.34], [0.19, 0.03, -0.05], [0.01, -0.06, 0.08], [-0.47, -0.04, -0.01], [0.53, -0.01, 0.08], [-0.03, 0.13, -0.32], [-0.14, 0.47, -0.50], [0.01, -0.10, 0.03], [0.08, -0.08, 0.16], [0.02, -0.01, -0.09], [-0.38, 0.13, -0.07], [0.07, 0.33, -0.40], [0.47, -0.11, -0.18], [0.20, -0.19, -0.19], [0.25, -0.22, 0.08], [-0.02, -0.02, -0.17], [0.63, -0.13, 0.80], [-0.66, 0.27, -0.83], [0.01, 0.06, 0.03], [-0.02, 0.04, -0.05], [-0.07, -0.02, 0.02], [-0.15, -0.05, 0.15], [-0.11, -0.06, 0.06], [-0.19, 0.06, -0.06], [-0.05, -0.14, 0.03], [0.09, 0.06, 0.13], [0.99, 0.01, 0.52], [-0.22, 0.08, -0.01], [0.03, -0.02, -0.41], [-0.20, -0.01, 0.16], [0.04, 0.00, 0.39], [0.14, 0.06, -0.02], [-0.13, -0.02, -0.32], [-1.18, -0.18, -0.68], [-0.19, -0.49, 1.58], [-0.06, 0.06, -0.24], [0.03, -0.18, 0.00], [0.07, 0.04, 0.16], [-0.11, -0.04, -0.04], [-0.14, -0.22, 0.07], [0.11, 0.06, -0.07], [-0.08, 0.03, -0.27], [0.03, 0.07, -0.07], [0.11, 0.02, 0.14], [0.09, -0.15, -0.05], [-0.03, -0.25, 0.09], [0.09, 0.22, -0.04], [0.13, 1.22, 0.82], [0.02, -0.10, -0.12], [0.19, -0.16, 0.07], [-0.09, 0.22, -0.07], [-0.13, 0.07, -0.04], [0.05, 0.13, 0.10], [-0.01, -0.02, 0.00], [-0.08, 0.23, -0.86], [-0.15, -0.04, 0.27], [-0.07, 0.34, -0.08], [0.08, 0.22, 0.27], [0.08, 0.19, 0.01], [0.34, -0.07, 0.48], [-0.04, -0.06, 0.09], [-0.15, -0.02, 0.01], [0.16, 0.04, -0.06], [0.04, -0.06, 0.03], [0.00, 0.10, 0.03], [0.02, 0.04, 0.14], [0.00, 0.00, 0.03], [-0.05, -0.07, -0.03], [-0.08, 0.01, -0.03], [-0.12, 0.06, 0.04], [0.05, 0.06, 0.03], [0.06, -0.02, 0.06], [0.05, -0.02, -0.02], [-0.02, -0.10, -0.13], [-0.04, -0.03, -0.06], [-0.07, 0.07, -0.06], [-0.03, 0.08, 0.03], [0.04, 0.00, 0.02], [0.07, -0.06, 0.02], [-0.16, -0.04, -0.08], [0.01, -0.06, 0.03], [-0.03, -0.03, -0.04], [-0.05, -0.11, 0.09], [0.00, -0.01, 0.14], [0.17, 0.13, 0.15], [-0.01, 0.00, 0.03], [-0.12, -0.19, -0.34], [0.18, -0.04, 0.05], [-0.06, -0.02, -0.16], [-0.02, 0.17, 0.17], [0.04, 0.15, 0.06], [-0.29, -0.02, -0.33], [-0.10, 0.05, -0.04], [-0.07, 0.06, 0.06], [0.19, 0.03, 0.11], [-0.03, 0.01, 0.13], [0.10, -0.10, 0.05], [0.02, -0.13, -0.05], [-0.59, 0.31, 0.22], [0.73, -1.06, -0.43], [0.25, 0.36, -0.15], [0.12, 0.11, 0.02], [-0.07, -0.09, 0.04], [-0.06, -0.04, 0.04], [0.04, -0.13, -0.02], [0.07, 0.02, 0.00], [0.07, 0.02, 0.48], [0.05, -0.02, 0.07], [0.06, -0.07, -0.11], [0.06, 0.01, -0.03], [-0.06, 0.05, -0.08], [0.01, 0.06, 0.09], [-0.63, -0.02, -0.23], [-0.12, -0.13, -0.02], [0.10, -0.14, 0.11], [0.00, -0.01, 0.04], [0.07, 0.04, -0.09], [-0.05, -0.08, -0.11], [-0.03, 0.08, 0.08], [-0.07, 0.02, 0.02], [-0.05, -0.07, 0.02], [0.00, -0.02, -0.01], [0.00, -0.07, -0.13], [0.06, -0.08, -0.02], [0.01, -0.02, -0.03], [-0.02, 0.01, -0.08], [-0.06, 0.04, 0.00], [-0.13, 0.04, 0.01], [-0.02, -0.04, 0.08], [0.00, -0.05, 0.05], [0.10, 0.01, 0.03], [0.05, 0.11, -0.04], [0.10, 0.16, -0.04]]}